This record from the OMol25 dataset describes a molecular structure, C16H31CrN8OSeSi2 at a distorted geometry. The level of theory is the ωB97M-V functional and the def2-TZVPD basis.

LUMO energy (alpha / beta) (eV): -0.590 / -0.417
Net charge: 0
Multiplicity: 4
⟨S²⟩: 3.7982
Energy relative to the best compared isomer or geometry (same formula, charge and spin) (kcal/mol): 4.0
Gap between HOMO and LUMO (alpha / beta) (eV): 7.439 / 7.730

Last column: Löwdin charge in e.
Cartesian coordinates (Å):
Cr1 -1.7871 -0.0391 0.4323  0.435
C1 3.9538 -0.3220 -1.3752  -0.063
C2 4.6588 0.0242 -0.0543  -0.418
C3 5.1858 1.4631 -0.0044  -0.074
C4 3.8577 -0.4338 1.1523  -0.084
N1 2.4480 0.0698 1.1864  -0.070
C5 1.3097 -0.5753 0.8736  -0.104
N2 0.3387 0.3211 0.8335  -0.046
N3 0.9128 1.4862 1.0996  -0.012
N4 2.1731 1.3717 1.2809  0.101
H1 4.5352 0.0706 -2.2144  0.085
H2 2.9762 0.1681 -1.4290  0.074
H3 3.7849 -1.3946 -1.4708  0.082
H4 5.5234 -0.6652 -0.0134  0.139
H5 4.4144 2.2144 -0.2345  0.079
H6 6.0078 1.5240 -0.7400  0.087
H7 5.6201 1.7458 0.9355  0.066
H8 4.3137 -0.1470 2.1044  0.132
H9 3.7277 -1.5352 1.1318  0.137
H10 1.1856 -1.6315 0.7386  0.133
C6 -1.8719 1.8201 5.0844  -0.229
Si1 -1.4572 0.1151 4.3827  0.085
C7 0.4067 0.1458 3.9518  -0.232
C8 -1.5483 -1.0239 5.8713  -0.230
Se1 -2.8362 -0.4878 2.7173  0.388
H11 -1.0709 2.0556 5.7744  0.024
H12 -2.8228 1.7809 5.6093  0.028
H13 -1.9628 2.5725 4.3071  0.013
H14 0.9984 0.2210 4.8903  0.044
H15 0.7489 1.0444 3.3918  0.011
H16 0.6480 -0.7655 3.4364  0.000
H17 -1.1562 -0.4536 6.7229  0.031
H18 -0.9119 -1.9189 5.7204  0.038
H19 -2.5409 -1.3353 6.1468  0.017
C9 0.7361 0.4996 -5.0720  -0.176
Si2 -1.0451 0.0493 -4.6027  0.456
C10 -2.3424 1.3285 -5.2075  -0.191
C11 -1.5223 -1.6013 -5.3998  -0.196
C12 -1.2526 -0.0809 -2.7819  -0.201
C13 -1.4109 -0.0278 -1.5705  -0.185
H20 0.8472 0.6292 -6.1263  0.018
H21 1.3274 -0.3100 -4.6821  0.016
H22 0.9990 1.4068 -4.5564  0.018
H23 -2.1805 1.5139 -6.2702  0.019
H24 -2.1869 2.2514 -4.6142  0.027
H25 -3.3644 0.9838 -5.0363  0.027
H26 -1.6454 -1.4930 -6.4964  0.035
H27 -2.4857 -1.9530 -5.0533  0.023
H28 -0.7444 -2.3446 -5.2241  0.022
O1 -3.6448 -0.2793 -0.2596  -0.328
N5 -4.3605 -1.3135 -0.5190  0.056
C14 -3.7824 -2.4810 -0.2979  -0.294
C15 -2.4069 -2.5929 0.0709  -0.226
N6 -1.3050 -2.5850 0.3135  0.198
C16 -4.5878 -3.6452 -0.4560  -0.182
N7 -5.3750 -4.4516 -0.6462  0.163
N8 -1.9594 1.9955 0.5415  0.039
H29 -2.8041 2.1983 1.0796  0.075
H30 -2.1119 2.3857 -0.3572  0.064
H31 -1.1539 2.4313 0.9841  0.057


This record from the OMol25 dataset describes a molecular structure, C16H31EuNP2S at a distorted geometry. The level of theory is the ωB97M-V functional and the def2-TZVPD basis.

LUMO energy (alpha / beta) (eV): -0.976 / -0.937
Net charge: 0
Multiplicity: 8
⟨S²⟩: 15.7620
Energy relative to the best compared isomer or geometry (same formula, charge and spin) (kcal/mol): 149.1
Gap between HOMO and LUMO (alpha / beta) (eV): 4.146 / 4.189

Last column: Löwdin charge in e.
Cartesian coordinates (Å):
P1 0.3339 -1.8318 -1.1519  0.898
P2 0.4820 1.8990 -0.5764  0.900
C1 0.3385 -0.4170 -2.2920  -0.337
C2 1.2106 0.7788 -1.8613  -0.381
H1 -0.7141 -0.1446 -2.4254  0.084
H2 0.6768 -0.8024 -3.2645  0.092
H3 2.2151 0.4269 -1.5396  0.028
H4 1.3790 1.4170 -2.7422  0.075
C3 -0.3190 3.1330 -1.6968  -0.232
H5 -0.6990 3.9712 -1.0997  0.055
H6 -1.1567 2.6936 -2.2515  0.042
H7 0.4238 3.5168 -2.4103  0.049
C4 1.7607 2.9214 0.2289  -0.341
H8 1.4773 3.9815 0.0394  0.063
H9 2.8158 2.7924 -0.1532  0.015
H10 1.7005 2.7885 1.3404  -0.097
C5 -0.6705 -2.9914 -2.1219  -0.223
H11 -1.0036 -3.8381 -1.5114  0.056
H12 -0.0784 -3.3601 -2.9678  0.047
H13 -1.5658 -2.4760 -2.4961  0.061
C6 1.9931 -2.4839 -1.0761  -0.218
H14 2.7638 -1.6925 -1.0621  0.019
H15 2.1366 -3.0852 -1.9927  0.051
H16 2.1377 -3.1279 -0.1976  0.057
Eu1 3.4407 0.6456 1.0392  1.433
C7 -1.4822 1.4318 0.3647  -0.341
C8 -2.5126 0.9858 -0.4849  -0.182
C9 -3.6463 0.1956 0.0509  -0.222
C10 -3.4038 -1.2899 0.6129  -0.247
C11 -2.2476 -2.0143 0.0762  -0.220
C12 -0.8736 -1.8266 0.4201  -0.400
C13 -0.2747 -0.6189 1.1872  -0.240
C14 -1.1348 0.5665 1.5756  -0.192
C15 2.7524 -1.0236 2.7257  -0.378
H17 -1.5622 2.5230 0.5684  0.104
H18 -2.7654 1.6340 -1.3478  0.073
H19 -4.4174 0.1193 -0.7451  0.097
H20 -4.1015 0.7714 0.8844  0.102
H21 -3.3877 -1.1353 1.7107  0.080
H22 -4.3404 -1.8870 0.4208  0.108
H23 -2.5146 -2.9797 -0.3819  0.062
H24 -0.4925 -2.7748 0.8670  0.111
H25 0.4807 -0.1690 0.5017  -0.001
H26 0.3262 -1.0023 2.0212  0.079
H27 -2.0310 0.2341 2.1085  0.104
H28 -0.5540 1.1749 2.2945  0.064
H29 3.7261 -1.4070 3.1131  -0.053
H30 2.1977 -1.8385 2.2418  -0.082
H31 2.1599 -0.6145 3.5686  -0.046
S1 1.6088 2.4716 3.5551  0.608
C16 3.1416 2.0514 3.3005  -1.069
N1 4.2699 1.7070 3.0327  -0.114


This record from the OMol25 dataset describes a molecular structure, C16H31IrNO3P2 at a distorted geometry. The level of theory is the ωB97M-V functional and the def2-TZVPD basis.

LUMO energy (alpha / beta) (eV): 0.536 / -2.266
Net charge: 0
Multiplicity: 6
⟨S²⟩: 8.8103
Gap between HOMO and LUMO (alpha / beta) (eV): 4.404 / 6.485

Last column: Löwdin charge in e.
Cartesian coordinates (Å):
Ir1 0.2106 -0.0045 -0.0012  0.953
P1 2.2551 -0.2365 -1.0191  0.673
P2 -1.9164 0.1986 1.5331  0.735
N1 -0.6497 0.0621 -1.5623  -0.241
H1 0.4335 -1.5752 0.4168  -0.055
C1 2.8419 -1.9713 -1.0589  -0.251
H2 3.8432 -2.0256 -1.5072  0.050
H3 2.1414 -2.5684 -1.6575  0.050
H4 2.8703 -2.3824 -0.0425  0.025
C2 3.5895 0.7499 -0.2671  -0.230
H5 4.5339 0.5629 -0.7941  0.053
H6 3.7112 0.5047 0.7946  0.041
H7 3.3295 1.8115 -0.3546  0.055
C3 2.2552 0.2859 -2.7666  -0.253
H8 3.2698 0.2188 -3.1797  0.052
H9 1.9077 1.3229 -2.8372  0.047
H10 1.5840 -0.3527 -3.3520  0.043
C4 -3.4916 -0.7449 1.6844  -0.186
H11 -4.3681 -0.0871 1.6449  0.053
H12 -3.5179 -1.3348 2.6069  0.042
H13 -3.5346 -1.4355 0.8304  0.065
C5 -1.8089 1.5623 2.7452  -0.188
H14 -2.7459 1.6296 3.3129  0.063
H15 -1.6603 2.5025 2.2012  0.055
H16 -0.9668 1.4359 3.4353  0.050
C6 -2.6364 1.2252 0.1483  -0.276
H17 -3.5555 1.6992 0.5174  0.058
H18 -2.8786 0.5832 -0.7049  0.036
H19 -1.9212 1.9938 -0.1657  0.026
C7 -1.1549 0.2514 -2.7881  -0.407
C8 -2.0931 -0.6779 -4.8343  -0.099
C9 -1.5710 -0.8735 -3.5747  -0.036
C10 -1.2894 1.5682 -3.3440  -0.042
C11 -1.8153 1.7329 -4.6094  -0.098
C12 -2.2167 0.6178 -5.3610  -0.092
H20 -2.4088 -1.5421 -5.4194  0.104
H21 -1.4545 -1.8595 -3.1130  0.114
H22 -0.9601 2.4078 -2.7241  0.108
H23 -1.9154 2.7386 -5.0182  0.103
H24 -2.6261 0.7579 -6.3599  0.099
C13 1.7650 -0.1139 2.7087  -0.637
O1 1.0751 0.5620 1.8841  -0.347
C14 2.2442 -1.4938 2.5385  -0.116
H25 2.1660 -2.0213 3.5015  0.076
H26 3.3108 -1.4861 2.2401  0.065
H27 1.6424 -2.0381 1.7982  0.021
C15 2.1365 0.5290 3.9999  -0.073
H28 1.6609 -0.0106 4.8293  0.063
H29 1.8411 1.5773 4.0310  0.070
H30 3.2193 0.4595 4.1524  0.068
O2 -0.3577 -1.7902 4.4539  0.084
C16 -1.1755 -1.1900 3.7998  -0.374
O3 -1.0542 -1.0501 2.4380  -0.330
H31 -2.0934 -0.6858 4.1699  0.131


This record from the OMol25 dataset describes a molecular structure, C16H31MgNP2S at a distorted geometry. The level of theory is the ωB97M-V functional and the def2-TZVPD basis.

LUMO energy (alpha / beta) (eV): -0.041 / -0.044
Net charge: 0
Multiplicity: 1
Energy relative to the best compared isomer or geometry (same formula, charge and spin) (kcal/mol): 190.9
Gap between HOMO and LUMO (alpha / beta) (eV): 4.458 / 4.456

Last column: Löwdin charge in e.
Cartesian coordinates (Å):
P1 -2.4933 0.0865 0.9945  0.839
P2 0.3421 -3.0654 -0.4078  0.939
C1 -0.7781 -0.1396 0.4301  -0.438
C2 -0.4438 -1.3673 -0.6339  -0.381
H1 -0.0572 0.3929 1.2125  -0.029
H2 -0.6514 0.5649 -0.4021  0.026
H3 -1.4160 -1.5520 -1.1184  0.065
H4 0.1983 -0.9290 -1.4418  0.041
C3 2.0590 -2.5660 0.3865  -0.377
H5 2.3154 -3.5962 0.6176  0.047
H6 2.7104 -2.0436 1.0995  0.012
H7 2.4637 -2.3725 -0.5780  -0.024
C4 1.0951 -3.3057 -2.1230  -0.283
H8 2.0938 -2.8262 -2.0962  0.024
H9 0.5293 -2.8698 -2.9661  0.048
H10 1.2663 -4.3841 -2.3181  0.045
C5 -2.4448 1.4305 2.2446  -0.171
H11 -3.3323 1.1873 2.8727  0.062
H12 -2.5595 2.4735 1.8230  0.081
H13 -1.5153 1.3252 2.8614  0.066
C6 -3.5669 0.6524 -0.3638  -0.174
H14 -3.3522 0.0502 -1.2716  0.067
H15 -3.5218 1.7577 -0.5469  0.069
H16 -4.5421 0.3518 0.0601  0.057
Mg1 1.3513 -0.6675 1.3232  0.539
C7 1.9461 0.6794 -1.5489  -0.135
C8 2.4369 0.5548 -0.2729  -0.301
C9 3.0114 1.7598 0.4182  -0.235
C10 2.0142 2.9105 0.5352  -0.181
C11 0.5914 2.4143 0.5216  -0.167
C12 -0.1943 2.3583 -0.5932  -0.176
C13 0.3469 2.6126 -1.9657  -0.190
C14 1.6950 1.9409 -2.2779  -0.194
C15 -3.0389 -1.4273 1.7064  -0.234
H17 1.9280 -0.2073 -2.1970  0.092
H18 2.9732 -0.3858 0.0193  0.060
H19 3.9086 2.1135 -0.0905  0.110
H20 3.3262 1.4804 1.4238  0.081
H21 2.1693 3.4189 1.4995  0.115
H22 2.1720 3.6602 -0.2437  0.105
H23 0.1346 2.3377 1.5313  0.080
H24 -1.2936 2.4538 -0.5278  0.090
H25 0.4010 3.6974 -2.0888  0.110
H26 -0.3902 2.2969 -2.7059  0.103
H27 1.6951 1.7401 -3.3506  0.110
H28 2.4660 2.6811 -2.1266  0.097
H29 -3.1409 -2.3195 1.0469  0.063
H30 -4.0851 -1.3035 2.1122  0.081
H31 -2.4013 -1.7820 2.5642  0.013
S1 -0.4104 -3.3070 2.9353  0.443
C16 -1.5447 -4.2178 2.2710  -1.082
N1 -2.4666 -4.7485 1.7464  -0.007